1.
Below is C3H2CrFLiO2 as an isolated structure at a distorted geometry, with properties calculated with ωB97M-V/def2-TZVPD.

CARTESIAN COORDINATES (ANGSTROEM)
O: -0.5082 -0.2839 -0.8845
C: -0.3840 -0.9946 0.2114
O: 0.1448 -2.1093 0.0791
Li: -1.0167 -2.1687 -1.7993
Cr: -2.2733 1.0752 -0.6995
C: 1.2242 0.7380 0.3290
C: 0.1032 0.5427 1.1078
H: 1.6067 1.7574 0.2351
H: 2.0384 0.0397 0.5444
F: -0.9350 1.4034 0.8765

Computed properties:
largest force on an atom	6.3	eV/A
LUMO energy (alpha / beta)	-12.43 / -10.84	eV
M	147.98	g mol⁻¹
HOMO-LUMO gap (alpha / beta)	5.79 / 7.60	eV
multiplicity	5
electronic energy	-1417.00449	Ha
<S²>	6.114
total charge	+2

=====

2.
Below is C3H2CrFO2 as an isolated structure at a distorted geometry, with properties calculated with ωB97M-V/def2-TZVPD.

CARTESIAN COORDINATES (ANGSTROEM)
O: -0.0388 1.8988 -0.1059
H: -0.1314 -2.0228 0.8847
O: 0.7888 -0.2991 0.0940
C: -0.2026 -1.3788 -0.0001
C: -1.2331 -0.3065 0.0028
C: -0.2540 0.7487 0.0546
F: -2.5136 -0.3114 0.0637
Cr: 2.6673 -0.2001 0.0450
H: -0.1715 -1.8840 -0.9867

Computed properties:
largest force on an atom	6.7	eV/A
LUMO energy (alpha / beta)	-18.52 / -18.53	eV
M	141.04	g mol⁻¹
energy relative to the best compared isomer or geometry (same formula, charge and spin)	0.725	eV
HOMO-LUMO gap (alpha / beta)	9.30 / 9.37	eV
multiplicity	5
electronic energy	-1408.75945	Ha
<S²>	6.005
total charge	+3

=====

3.
Below is C3H2CrFO3 as an isolated structure at a distorted geometry, with properties calculated with ωB97M-V/def2-TZVPD.

CARTESIAN COORDINATES (ANGSTROEM)
C: -1.0226 0.7364 -0.0828
C: -1.1550 -0.6969 0.2896
O: 0.1589 -1.1099 0.3565
C: 0.9793 -0.1483 -0.0419
O: 0.2450 1.0099 -0.2519
O: 2.1640 -0.1942 -0.0736
Cr: 3.9048 0.4215 -0.3444
F: -1.8586 1.3699 -0.7680
H: -1.7993 -1.3158 -0.3538
H: -1.6166 -0.0726 1.2701

Computed properties:
largest force on an atom	6.2	eV/A
LUMO energy (alpha / beta)	-17.46 / -15.89	eV
M	157.04	g mol⁻¹
HOMO-LUMO gap (alpha / beta)	8.83 / 10.47	eV
multiplicity	5
electronic energy	-1484.10778	Ha
<S²>	6.004
total charge	+3